{"formula": "C39H90O43P4", "method": "ωB97M-V/def2-TZVPD", "species": ["C", "O", "P", "O", "O", "C", "O", "C", "H", "H", "H", "H", "H", "H", "H", "H", "H", "C", "O", "P", "O", "O", "C", "O", "C", "H", "H", "H", "H", "H", "H", "H", "H", "H", "C", "O", "P", "O", "O", "C", "O", "C", "H", "H", "H", "H", "H", "H", "H", "H", "H", "C", "O", "P", "O", "O", "C", "O", "C", "H", "H", "H", "H", "H", "H", "H", "H", "H", "C", "O", "C", "O", "O", "C", "H", "H", "H", "H", "H", "H", "C", "O", "C", "O", "O", "C", "H", "H", "H", "H", "H", "H", "C", "O", "C", "O", "O", "C", "H", "H", "H", "H", "H", "H", "C", "O", "C", "O", "O", "C", "H", "H", "H", "H", "H", "H", "C", "O", "C", "O", "O", "C", "H", "H", "H", "H", "H", "H", "C", "O", "C", "O", "O", "C", "H", "H", "H", "H", "H", "H", "C", "O", "C", "O", "O", "C", "H", "H", "H", "H", "H", "H", "C", "O", "C", "O", "O", "C", "H", "H", "H", "H", "H", "H", "C", "O", "C", "O", "O", "C", "H", "H", "H", "H", "H", "H"], "xyz": [[-1.7428, -1.8560, -5.2927], [-3.1439, -1.7610, -5.5999], [-4.0668, -0.5424, -5.1848], [-3.5160, 0.4336, -4.2312], [-4.4279, 0.0655, -6.6621], [-3.5998, 1.0652, -7.1631], [-5.4443, -1.2425, -4.8490], [-6.6613, -0.5060, -4.5792], [-1.3691, -1.0086, -4.7179], [-1.2159, -1.9322, -6.2438], [-1.5079, -2.7168, -4.6667], [-3.3344, 1.8269, -6.4300], [-4.0520, 1.6358, -7.9743], [-2.6683, 0.5666, -7.4311], [-7.5320, -0.7884, -5.1711], [-6.4039, 0.5529, -4.6033], [-6.9805, -0.6928, -3.5539], [1.7285, -5.4455, 4.6914], [2.2070, -4.1345, 4.4712], [1.2244, -2.8356, 4.2785], [1.9318, -1.6819, 3.6814], [0.5185, -2.6250, 5.7208], [1.2981, -2.3021, 6.8386], [0.0312, -3.5438, 3.4578], [-1.1872, -2.8733, 3.3225], [2.3223, -6.0199, 5.4025], [2.0226, -5.9378, 3.7644], [0.6921, -5.3954, 5.0252], [1.2969, -1.2627, 7.1668], [2.3647, -2.5108, 6.7558], [0.9811, -2.8140, 7.7471], [-1.2295, -1.9671, 3.9269], [-2.0434, -3.4884, 3.5995], [-1.3715, -2.5807, 2.2888], [-0.5396, 2.7019, -5.9959], [-0.8978, 3.9095, -5.3265], [-1.0376, 3.9608, -3.7142], [0.0809, 3.2250, -2.9831], [-2.4878, 3.3315, -3.4293], [-2.9471, 3.3897, -2.1018], [-1.2304, 5.6087, -3.3831], [-2.2106, 6.2757, -4.1706], [0.4482, 2.8812, -6.4205], [-1.3420, 2.4972, -6.7046], [-0.4394, 1.8323, -5.3463], [-3.1148, 2.4086, -1.6573], [-3.9695, 3.7566, -2.1921], [-2.4345, 4.1028, -1.4562], [-2.8235, 6.8601, -3.4844], [-2.9228, 5.6575, -4.7173], [-1.7238, 6.9931, -4.8313], [1.3860, -3.2088, -3.2246], [1.7672, -4.4506, -3.6298], [1.7413, -5.0270, -5.1152], [2.5483, -6.2633, -5.2039], [0.1657, -5.1365, -5.3746], [-0.4813, -6.3563, -5.6186], [2.1638, -3.7690, -6.0736], [3.4633, -3.4055, -6.1640], [2.3369, -2.6867, -3.1180], [0.8451, -3.3123, -2.2840], [0.6048, -2.7728, -3.8473], [-0.4423, -6.5590, -6.6889], [-1.5000, -6.2526, -5.2450], [-0.0018, -7.1714, -5.0765], [3.9023, -3.5292, -7.1540], [4.1040, -4.0879, -5.6054], [3.6989, -2.3886, -5.8501], [5.8758, 2.3820, 9.3674], [5.4795, 1.5952, 8.1994], [4.9151, 2.2162, 7.1113], [4.7688, 3.4231, 7.0936], [4.4468, 1.2821, 6.1311], [3.5796, 1.6651, 5.0450], [6.6122, 3.1553, 9.1485], [6.3043, 1.8032, 10.1856], [4.9842, 2.9614, 9.6070], [2.6716, 2.1361, 5.4216], [3.3478, 0.8082, 4.4123], [4.1522, 2.4539, 4.5573], [-7.3270, 4.7140, 0.6759], [-6.0031, 4.3611, 0.4212], [-5.3372, 3.4808, 1.2132], [-5.7998, 2.9916, 2.2207], [-4.0354, 3.5129, 0.8005], [-3.0810, 2.9041, 1.7153], [-7.9396, 4.4285, -0.1793], [-7.3486, 5.7799, 0.9030], [-7.6824, 4.2073, 1.5732], [-3.2448, 1.8273, 1.7572], [-3.0450, 3.2813, 2.7373], [-2.0684, 3.0227, 1.3297], [1.7752, -6.5884, 0.6485], [2.6127, -5.4971, 0.5954], [2.2116, -4.2446, 0.5126], [1.0330, -3.9047, 0.3150], [3.2054, -3.4209, 0.7870], [2.9571, -2.0100, 0.6762], [0.8554, -6.3755, 0.1038], [1.5226, -6.8891, 1.6653], [2.2329, -7.4517, 0.1654], [3.8092, -1.4287, 1.0287], [2.0739, -1.7047, 1.2373], [2.8245, -1.8216, -0.3891], [7.3609, 0.1459, 1.4586], [6.0814, 0.2873, 0.9234], [5.1953, 1.1870, 1.4217], [5.2970, 1.7918, 2.5180], [4.2966, 1.4056, 0.4928], [3.0561, 2.1793, 0.7240], [7.9468, 1.0155, 1.1609], [7.8923, -0.6415, 0.9241], [7.3906, 0.0180, 2.5406], [3.2426, 3.2531, 0.7113], [2.5832, 1.8431, 1.6467], [2.4488, 1.9046, -0.1385], [-3.9025, -2.4933, -1.4414], [-3.9769, -3.5460, -2.4007], [-3.2234, -4.6413, -2.5187], [-3.4243, -5.5997, -3.2986], [-2.2039, -4.6080, -1.6477], [-1.1099, -5.5505, -1.6800], [-4.4790, -2.5766, -0.5201], [-4.2759, -1.6247, -1.9839], [-2.8552, -2.2250, -1.3023], [-0.1653, -5.0331, -1.5124], [-1.0824, -5.9406, -2.6974], [-1.1612, -6.3719, -0.9653], [0.3165, 4.7198, 2.1299], [0.0816, 4.6911, 3.5825], [1.1621, 4.4765, 4.3665], [2.2783, 4.0052, 4.0511], [0.7917, 4.8724, 5.5501], [1.6914, 4.8937, 6.6256], [0.5899, 3.7477, 1.7196], [1.1517, 5.3875, 1.9186], [-0.5567, 5.1254, 1.6188], [2.1301, 3.8959, 6.6243], [1.2098, 5.1495, 7.5694], [2.5580, 5.5246, 6.4279], [1.3254, -0.2573, -7.1617], [2.2113, 0.0900, -6.1269], [1.9768, -0.0290, -4.8166], [0.9320, -0.3351, -4.2819], [3.1455, 0.1065, -4.2243], [3.2246, 0.3564, -2.7983], [0.9966, -1.2901, -7.2766], [1.6562, 0.1962, -8.0960], [0.3099, 0.0865, -6.9651], [2.8028, -0.5578, -2.3806], [2.6618, 1.2714, -2.6135], [4.2207, 0.4904, -2.3765], [-1.2906, 0.1486, -2.1232], [-0.8725, 0.8147, -0.9443], [-1.0450, 0.3130, 0.2259], [-1.6845, -0.7037, 0.5362], [-0.2975, 0.9730, 1.0930], [0.0194, 0.4933, 2.3619], [-0.9154, 0.6430, -3.0192], [-2.3780, 0.0746, -2.1402], [-0.9229, -0.8694, -2.2518], [0.8196, 1.0071, 2.8946], [0.2103, -0.5797, 2.3785], [-0.8077, 0.6361, 3.0572], [-3.4359, 4.3762, 5.7133], [-2.1727, 3.6449, 5.6580], [-2.1280, 2.2778, 5.7827], [-3.0579, 1.4739, 5.9206], [-0.8588, 1.9772, 5.7647], [-0.3723, 0.6141, 5.7533], [-3.8383, 4.3732, 4.7003], [-3.2965, 5.3223, 6.2362], [-4.1552, 3.7472, 6.2376], [-0.6197, -0.0337, 6.5943], [0.7112, 0.6900, 5.8456], [-0.5809, 0.0374, 4.8522]], "mulliken_charge": [0.389, -0.275, 0.178, 0.371, -0.339, -0.380, -0.364, -0.754, -0.238, 0.248, -0.140, -0.075, 0.370, 0.254, 0.266, 0.331, 0.286, -0.475, -0.373, 0.730, -0.132, -0.278, -0.803, -0.142, -0.330, 0.264, 0.001, 0.338, 0.224, 0.370, 0.314, 0.048, 0.332, 0.126, -0.280, -0.430, 0.996, -0.673, -0.100, -1.016, -0.362, -0.704, 0.342, 0.287, -0.175, 0.230, 0.481, 0.507, 0.276, 0.270, 0.285, 0.269, 0.001, 0.621, -0.794, -0.069, -0.856, -0.220, -0.798, 0.155, -0.201, -0.110, 0.284, 0.240, 0.364, 0.292, 0.376, 0.231, -0.608, -0.331, 0.609, -0.547, -0.391, 0.159, 0.278, 0.240, 0.277, -0.552, 0.293, 0.468, -0.716, -0.304, 0.677, -0.576, -0.119, -0.028, 0.249, 0.243, 0.348, 0.328, -0.101, -0.039, -0.206, -0.452, 0.861, -0.302, -0.533, 0.474, -0.123, 0.210, 0.296, 0.038, -0.120, -0.095, -0.759, -0.258, 0.680, -0.570, -0.215, 0.140, 0.333, 0.244, 0.288, 0.412, -0.224, -0.036, -0.211, -0.296, 0.704, -0.666, -0.249, 0.089, 0.309, 0.062, 0.092, -0.421, 0.141, 0.276, -0.571, -0.203, 0.902, -0.624, -0.324, -0.566, 0.057, 0.405, 0.235, 0.086, 0.328, 0.326, -0.390, -0.421, 0.023, 0.976, -0.456, 0.055, 0.170, 0.378, -0.065, -0.257, 0.186, 0.191, 0.384, -0.122, 0.574, -0.654, 0.240, -0.044, -1.016, 0.458, 0.046, -0.047, -0.353, 0.289, -0.688, -0.180, 0.659, -0.650, -0.130, 0.078, 0.171, 0.223, 0.365, 0.526, -0.177, -0.223], "relative_energy_kcal_mol": 82.34, "total_charge": 0, "total_energy_ha": -6140.9748, "e_lumo_ev": 0.41, "spin_multiplicity": 1}